Record 1
Formula: C40H56BrNOP2STi
Source: the Open Molecules 2025 dataset
Level of theory: ωB97M-V/def2-TZVPD

```
! wB97M-V def2-TZVPD RIJCOSX def2/J DEFGRID3
* xyz 1 2
Ti 0.088 0.092 0.068
C 1.843 0.446 5.123
C 1.098 -0.487 4.170
C 2.078 -1.569 3.725
P 0.236 0.417 2.759
C -0.970 1.377 3.784
C -2.174 0.464 4.078
C -1.410 2.737 3.207
C 1.572 1.557 2.231
C 1.845 2.800 2.806
C 2.921 3.555 2.368
C 3.733 3.067 1.350
C 3.462 1.846 0.760
C 2.382 1.083 1.185
N 1.944 -0.121 0.541
C 2.705 -1.320 0.595
C 4.052 -1.353 0.954
C 4.703 -2.559 1.167
C 4.030 -3.766 1.031
C 2.702 -3.741 0.627
C 2.039 -2.539 0.390
P 0.351 -2.452 -0.300
C -0.616 -3.802 0.456
C -0.809 -3.539 1.952
C -1.969 -3.863 -0.265
C 0.649 -2.989 -2.045
C 0.933 -4.477 -2.221
C 1.772 -2.148 -2.672
H 2.225 -0.152 5.955
H 1.235 1.243 5.556
H 2.699 0.905 4.624
H 0.275 -0.968 4.700
H 2.947 -1.119 3.245
H 1.646 -2.285 3.030
H 2.438 -2.118 4.602
H -0.470 1.553 4.724
H -2.780 0.895 4.880
H -1.880 -0.540 4.400
H -2.804 0.357 3.197
H -0.941 2.974 2.256
H -1.157 3.547 3.896
H -2.491 2.764 3.058
H 1.218 3.174 3.609
H 3.136 4.514 2.826
H 4.577 3.654 1.001
H 4.080 1.489 -0.056
H 4.591 -0.425 1.104
H 5.746 -2.552 1.467
H 4.529 -4.708 1.228
H 2.166 -4.678 0.517
H -0.085 -4.745 0.323
H -1.283 -2.568 2.118
H 0.137 -3.551 2.491
H -1.454 -4.307 2.388
H -2.504 -2.910 -0.159
H -2.599 -4.643 0.175
H -1.866 -4.082 -1.335
H -0.284 -2.762 -2.570
H 1.842 -4.772 -1.692
H 1.094 -4.687 -3.282
H 0.108 -5.110 -1.880
H 2.743 -2.502 -2.322
H 1.703 -1.090 -2.423
H 1.746 -2.244 -3.760
Br -2.608 0.287 0.366
C -2.656 2.190 0.174
C -3.844 2.802 0.389
C -3.904 4.211 0.257
C -2.792 4.906 -0.119
C -1.558 4.243 -0.376
C -0.421 4.954 -0.836
C 0.734 4.287 -1.111
C 0.826 2.891 -0.877
C -0.205 2.139 -0.369
C -1.447 2.839 -0.189
H -4.727 2.232 0.659
H -4.841 4.723 0.449
H -2.836 5.986 -0.243
H -0.496 6.030 -0.984
H 1.594 4.827 -1.498
H 1.773 2.415 -1.097
C -3.833 -3.050 -4.355
C -2.469 -2.362 -4.355
C -2.437 -1.222 -3.340
S -0.890 -0.303 -3.404
O -0.554 -0.028 -1.944
C -1.494 1.238 -4.069
C -0.366 2.228 -4.310
C -0.914 3.581 -4.757
H -3.834 -3.911 -5.026
H -4.619 -2.367 -4.687
H -4.094 -3.403 -3.353
H -2.251 -1.974 -5.355
H -1.685 -3.088 -4.120
H -2.486 -1.583 -2.312
H -3.260 -0.523 -3.500
H -2.231 1.605 -3.347
H -1.999 0.972 -5.006
H 0.315 1.826 -5.068
H 0.196 2.348 -3.393
H -1.467 3.495 -5.699
H -0.103 4.298 -4.908
H -1.591 3.996 -4.002
*
```

Calculated total energy in eV: -168494.108
Gap between HOMO and LUMO (alpha / beta) in eV: 7.9 / 8.0
Largest force on an atom in eV/A: 1.1

These are the Mulliken partial charges, in e, on atoms 1 to 5:
1 Ti -1.765
2 C -1.665
3 C 0.641
4 C -1.103
5 P 2.319

=====

Record 2
Formula: C40H56F6N4O2PSSbSeV
Source: the Open Molecules 2025 dataset
Level of theory: ωB97M-V/def2-TZVPD

```
! wB97M-V def2-TZVPD RIJCOSX def2/J DEFGRID3
* xyz 1 3
V -0.004 -0.836 0.785
C 7.107 -2.719 1.025
C 5.840 -2.092 0.522
C 5.632 -1.878 -0.837
C 4.459 -1.304 -1.301
C 3.480 -0.945 -0.388
C 3.666 -1.136 0.976
C 4.843 -1.705 1.420
S 1.962 -0.313 -1.011
O 0.990 -1.437 -0.993
O 2.199 0.328 -2.263
N 1.266 0.579 0.150
C 1.708 1.892 0.437
C 3.023 2.276 0.375
C 3.411 3.591 0.703
C 2.490 4.513 1.102
C 1.121 4.159 1.151
C 0.106 5.072 1.523
C -1.199 4.677 1.494
C -1.494 3.357 1.094
N -0.585 2.472 0.777
C 0.717 2.853 0.797
H 7.798 -2.929 0.212
H 6.891 -3.657 1.539
H 7.607 -2.063 1.739
H 6.399 -2.163 -1.545
H 4.305 -1.132 -2.357
H 2.912 -0.826 1.689
H 4.996 -1.853 2.482
H 3.788 1.569 0.084
H 4.458 3.855 0.642
H 2.786 5.518 1.373
H 0.382 6.077 1.815
H -2.001 5.351 1.760
H -2.528 3.028 1.039
C 1.100 -0.945 6.088
C 0.471 -1.534 4.830
C -0.504 -2.652 5.213
Sb -0.430 -0.076 3.492
C -2.520 0.033 4.033
C -3.096 1.350 3.515
C -2.813 -0.151 5.519
C 0.339 1.878 4.027
C -0.073 2.400 5.398
C 1.855 1.927 3.841
H 1.565 -1.750 6.662
H 0.344 -0.489 6.730
H 1.868 -0.203 5.884
H 1.252 -1.964 4.197
H -1.076 -2.370 6.096
H 0.062 -3.550 5.466
H -1.198 -2.924 4.422
H -2.968 -0.795 3.476
H -2.647 2.211 4.015
H -4.171 1.385 3.706
H -2.945 1.476 2.442
H -2.320 0.603 6.132
H -2.512 -1.131 5.880
H -3.889 -0.054 5.689
H -0.117 2.510 3.260
H 0.312 1.776 6.205
H -1.154 2.471 5.509
H 0.337 3.404 5.538
H 2.376 1.349 4.602
H 2.204 2.960 3.927
H 2.169 1.558 2.864
C -1.705 2.718 -5.000
C -2.635 2.105 -3.959
C -2.013 2.041 -2.566
C -0.933 0.980 -2.391
N -1.478 -0.377 -2.503
C -2.129 -1.034 -1.533
Se -2.333 -0.390 0.235
N -2.527 -2.228 -1.986
C -3.300 -3.238 -1.261
C -4.758 -3.238 -1.706
C -5.522 -1.977 -1.309
C -5.823 -1.903 0.184
C -2.132 -2.348 -3.312
C -2.281 -3.387 -4.225
C -1.731 -3.195 -5.475
C -1.049 -2.013 -5.805
C -0.897 -0.986 -4.897
C -1.461 -1.174 -3.640
H -2.155 2.698 -5.992
H -0.752 2.192 -5.063
H -1.485 3.758 -4.754
H -2.947 1.104 -4.272
H -3.550 2.697 -3.907
H -2.782 1.865 -1.808
H -1.559 3.007 -2.322
H -0.486 1.079 -1.401
H -0.134 1.067 -3.125
H -3.200 -3.024 -0.199
H -2.824 -4.201 -1.444
H -5.236 -4.113 -1.258
H -4.803 -3.381 -2.789
H -6.458 -1.945 -1.868
H -4.960 -1.090 -1.625
H -6.417 -2.763 0.498
H -6.387 -1.003 0.425
H -4.911 -1.890 0.784
H -2.797 -4.301 -3.969
H -1.818 -3.976 -6.217
H -0.625 -1.911 -6.794
H -0.360 -0.084 -5.154
F 0.834 -2.439 1.616
P -0.158 -3.961 1.454
F -0.653 -3.270 0.059
F 0.422 -4.379 2.860
F 1.076 -4.585 0.700
F -1.093 -5.204 1.278
F -1.311 -3.089 2.190
*
```

Calculated total energy in eV: -186448.709
Gap between HOMO and LUMO (alpha / beta) in eV: 7.4 / 8.4
Largest force on an atom in eV/A: 0.6
Relative energy (zero: lowest compared OMol25 entry of this formula, charge and spin) in kJ/mol: 48.4

These are the Mulliken partial charges, in e, on atoms 1 to 5:
1 V 3.219
2 C -1.418
3 C 1.024
4 C -1.052
5 C -0.724